Computed, not measured: a cluster of 2 separate species, C6H12N2 in total, with the ωB97M-V functional and the def2-TZVPD basis.

As for the charge: +1. As for the expectation value of S²: 0.763. The spin multiplicity is 2. Its HOMO-LUMO gap (spin up / spin down) is 10.06 / 6.32 eV. The total energy comes out at -9387.8699 eV. The calculation puts the energy above the lowest of the compared OMol25 structures with the same formula, charge and spin at 18.8 kcal per mole.

Each atom is followed by the atoms it is bonded to, with distances in Å.
Element x y z (Å)
1 C -2.25 -1.84 2.65  C3 1.455, H10 1.086, H11 1.088, H12 1.109
2 C -1.28 0.01 -0.18  N5 1.343, N6 1.373, H7 1.083
3 C -2.19 -0.94 1.51  C1 1.455, C4 1.429, N5 1.359
4 C -2.52 0.45 1.53  C3 1.429, N6 1.336, H9 1.077
5 N -1.38 -1.18 0.44  C2 1.343, C3 1.359
6 N -1.93 1.02 0.48  C2 1.373, C4 1.336, H8 0.996
7 H -0.40 0.03 -0.82  C2 1.083
8 H -2.06 1.93 0.10  N6 0.996
9 H -3.27 0.90 2.16  C4 1.077
10 H -1.98 -1.41 3.60  C1 1.086
11 H -1.65 -2.74 2.50  C1 1.088
12 H -3.29 -2.24 2.63  C1 1.109
13 C 3.60 0.30 -1.95  C14 1.528, H15 1.093, H16 1.086, H17 1.091
14 C 2.43 1.22 -2.24  C13 1.528, H18 1.085, H19 1.088, H20 1.093
15 H 3.38 -0.34 -1.09  C13 1.093
16 H 3.94 -0.33 -2.77  C13 1.086
17 H 4.49 0.82 -1.59  C13 1.091
18 H 2.28 1.35 -3.31  C14 1.085
19 H 2.57 2.22 -1.81  C14 1.088
20 H 1.51 0.78 -1.83  C14 1.093

Results of the natural (NBO) charge analysis, in e, for atoms 1 through 8:
1. C -0.70
2. C 0.32
3. C 0.30
4. C 0.15
5. N -0.40
6. N -0.50
7. H 0.26
8. H 0.46